Below is a molecular structure, C36H49BrHgN3P2S at a distorted geometry, with properties calculated with the ωB97M-V functional and the def2-TZVPD basis.

Cartesian coordinates (Å):
Hg 1.7636 -0.8516 1.1888
C 0.1221 4.1371 2.6111
C 0.6545 2.7254 2.3712
C 1.7315 2.3245 3.3737
P 1.2339 2.3568 0.6225
C 2.7513 3.4121 0.2351
C 4.0202 2.5797 0.4172
C 2.9056 4.7632 0.9226
C -0.0350 3.1074 -0.4251
C 0.1216 4.2646 -1.1818
C -0.8084 4.6495 -2.1356
C -0.7210 5.9706 -2.8346
C -1.8489 3.7690 -2.4393
C -2.0416 2.6333 -1.7044
C -1.2066 2.3136 -0.6025
N -1.4356 1.2520 0.1781
C -2.7012 0.7836 0.2677
C -3.8475 1.6095 0.1971
C -5.1093 1.0763 0.0922
C -5.2947 -0.3032 0.0341
C -6.6469 -0.9139 -0.1746
C -4.1871 -1.1222 0.2175
C -2.9176 -0.6106 0.4230
P -1.4729 -1.5659 0.9669
C -1.6805 -3.2815 0.2045
C -1.8495 -3.0359 -1.2991
C -2.6795 -4.3111 0.7297
C -1.9619 -1.5892 2.7911
C -0.7914 -2.1003 3.6196
C -3.2608 -2.2919 3.1726
H -0.4963 4.1469 3.5109
H -0.4936 4.4590 1.7706
H 0.9237 4.8577 2.7534
H -0.1882 2.0254 2.4637
H 2.6121 2.9577 3.2851
H 2.0378 1.2914 3.1967
H 1.3552 2.4015 4.3934
H 2.6452 3.5784 -0.8449
H 4.2118 2.3590 1.4626
H 4.8825 3.1180 0.0229
H 3.9450 1.6362 -0.1182
H 3.1044 4.6415 1.9834
H 2.0238 5.3837 0.7967
H 3.7541 5.2950 0.4921
H 0.9804 4.9022 -1.0246
H 0.3051 6.3242 -2.8717
H -1.3209 6.7130 -2.3037
H -1.1121 5.8944 -3.8472
H -2.5023 3.9948 -3.2728
H -2.8244 1.9363 -1.9769
H -3.7135 2.6815 0.2312
H -5.9647 1.7342 0.0272
H -7.4266 -0.1564 -0.1715
H -6.8653 -1.6400 0.6080
H -6.6770 -1.4420 -1.1290
H -4.3369 -2.1907 0.2039
H -0.6777 -3.7063 0.3561
H -2.8730 -2.7509 -1.5393
H -1.5972 -3.9288 -1.8743
H -1.1994 -2.2165 -1.6140
H -3.7030 -3.9470 0.7432
H -2.4125 -4.6258 1.7354
H -2.6536 -5.1943 0.0870
H -2.0910 -0.5155 2.9891
H -0.5175 -3.1069 3.3167
H -1.0452 -2.1164 4.6782
H 0.0787 -1.4553 3.4866
H -3.1150 -3.3638 3.2569
H -4.0446 -2.0870 2.4491
H -3.6090 -1.9325 4.1406
Br 2.3252 -4.3705 2.7703
C 2.4740 -4.6565 0.9013
C 3.2916 -5.6645 0.4152
C 3.3415 -5.8230 -0.9581
C 2.5551 -5.0107 -1.7627
C 1.7816 -4.0351 -1.1606
N 1.7486 -3.8601 0.1492
H 3.8689 -6.2878 1.0801
H 3.9859 -6.5719 -1.3931
H 2.5388 -5.1380 -2.8327
H 1.1535 -3.3680 -1.7320
S 4.8879 -1.5853 -0.4142
C 4.3928 -1.2595 -1.9612
N 5.0879 -1.8401 -2.9955
C 4.7713 -1.6822 -4.2980
C 3.7207 -0.8987 -4.6596
C 2.9752 -0.2532 -3.6412
C 3.3028 -0.4257 -2.3331
H 5.8692 -2.4178 -2.7096
H 5.3870 -2.2109 -5.0088
H 3.4548 -0.7769 -5.6948
H 2.1385 0.3727 -3.9089
H 2.7442 0.0549 -1.5408

Forces on the atoms, in the same order (eV/Å):
Hg 0.2126 -0.0607 0.1827
C -0.0964 -0.1998 0.0067
C -0.0362 0.0937 -0.3475
C -0.0766 -0.2236 -0.1796
P 0.6202 0.1546 0.1002
C -0.2464 -0.0928 0.1353
C -0.1452 -0.0387 -0.1778
C -0.0285 -0.0322 -0.2540
C 0.0164 -0.2012 0.0695
C -0.0879 -0.0861 0.1601
C -0.0852 0.0206 -0.1549
C 0.0187 -0.0852 0.0228
C -0.0264 0.1360 -0.1085
C -0.1988 -0.1318 -0.0529
C -0.1174 0.6632 -0.6798
N 0.6009 0.0438 0.5575
C -1.0724 -0.3314 -0.0315
C 0.2769 0.1069 0.0493
C -0.1216 -0.1479 -0.0012
C -0.0682 0.0767 -0.0195
C 0.0263 -0.0040 -0.0161
C -0.0187 0.2159 -0.0090
C 0.1551 0.0245 -0.2263
P 0.1852 -0.5776 0.2349
C 0.0170 0.1845 0.1822
C 0.1063 0.0087 0.1518
C 0.1636 0.0615 -0.0631
C 0.0057 -0.0642 -0.2562
C 0.0441 0.2856 -0.0496
C 0.0758 0.2083 -0.0070
H -0.0230 0.0456 0.0512
H -0.0527 0.1194 0.0620
H 0.0435 0.0373 -0.0171
H 0.1329 0.0327 -0.0321
H 0.0722 0.0736 0.0469
H 0.0737 0.0111 0.0941
H -0.0219 0.0335 0.0818
H -0.0422 -0.0156 0.0761
H 0.0246 -0.0846 0.1954
H 0.0806 0.0830 0.0088
H 0.0558 -0.1694 0.0493
H -0.0291 0.0263 0.1389
H -0.0924 0.1414 0.1024
H 0.1157 0.0872 -0.0200
H 0.0387 0.0161 0.0471
H 0.0995 0.1243 -0.0431
H 0.0290 0.0570 -0.0167
H 0.0193 0.0675 -0.0852
H -0.0650 -0.0100 -0.0142
H 0.0367 0.0932 -0.0204
H -0.0178 0.0575 -0.0376
H -0.0841 0.0596 0.0248
H -0.0815 0.0133 -0.0219
H -0.0670 -0.0401 0.0256
H -0.0839 -0.0120 -0.0292
H -0.0121 -0.0680 0.0934
H -0.1640 0.1620 -0.0148
H -0.0435 -0.0032 -0.0490
H 0.0021 -0.0328 -0.0066
H 0.0338 -0.0115 -0.1662
H -0.0838 -0.0374 0.0475
H -0.0553 -0.0657 0.0448
H 0.0044 -0.0639 -0.0134
H 0.0736 -0.0702 -0.0546
H 0.0996 -0.1989 0.0023
H -0.0530 -0.0359 0.1478
H 0.0640 -0.1268 0.0137
H -0.0397 -0.1207 -0.0194
H -0.1579 -0.0873 0.0276
H -0.0044 0.0267 0.1318
Br 0.0903 -0.0969 0.0544
C -0.1532 0.1289 -0.0755
C 0.1286 0.0522 -0.0021
C -0.1169 0.0861 0.0322
C 0.0912 -0.0083 -0.0621
C 0.1271 -0.1768 -0.2298
N -0.0997 -0.0815 0.5207
H 0.0193 0.0201 0.0581
H 0.0064 -0.1163 -0.0352
H 0.0345 0.0357 -0.1528
H -0.0635 0.0920 -0.1849
S 0.0912 0.0004 0.3132
C 0.4758 -0.3076 0.4032
N -0.2441 0.1357 -0.0673
C -0.2500 0.1404 -0.3537
C 0.0900 -0.1136 -0.0200
C 0.1785 -0.1568 0.1179
C -0.2326 0.1660 -0.1987
H -0.1040 0.0565 -0.0263
H 0.0519 -0.0105 -0.0404
H 0.0603 -0.0256 -0.1437
H -0.1091 0.0992 -0.0259
H 0.0038 -0.0406 0.0485

Calculated values
<S²>: 0.80
Lowest unoccupied orbital energy (alpha / beta), eV: 0.318 / -1.250
HOMO (alpha / beta), eV: -6.06 / -6.09
Multiplicity: 2
Energy above the lowest of the compared OMol25 structures with the same formula, charge and spin, eV: 1.2106
HOMO-LUMO gap (alpha / beta), eV: 6.376 / 4.837

Below is a molecular structure, C36H49CoF5NO4PSTe, with properties calculated with the ωB97M-V functional and the def2-TZVPD basis.

Cartesian coordinates (Å):
Co -1.0673 0.0899 -0.9949
C -2.5682 4.6980 1.2126
C -2.6111 3.5888 0.1580
C -2.3438 4.1444 -1.2354
C -1.6662 2.4714 0.5404
C -0.3229 2.6878 0.7995
C 0.5186 1.6747 1.2692
C 1.9161 2.0676 1.7156
C 2.6391 2.9981 0.7366
C 1.8207 2.7436 3.0909
C 0.0088 0.3782 1.4724
C -1.3821 0.1577 1.3234
C -2.1684 1.1850 0.7710
C -2.0964 -1.0129 1.9558
C -3.1128 -1.6936 1.0521
C -2.7892 -0.4469 3.2161
C 0.8751 -0.7100 2.0482
C 1.0375 -0.6711 3.4312
C 1.7845 -1.6131 4.1163
C 2.4323 -2.6123 3.4117
C 2.2737 -2.6776 2.0397
C 1.4766 -1.7693 1.3385
P 1.2860 -2.0913 -0.4375
C 2.7172 -1.3243 -1.2966
C 4.0524 -1.9160 -0.8300
C 2.5551 -1.4589 -2.8149
C 2.7211 0.1576 -0.9224
C 1.0831 -3.9087 -0.7847
C 0.2941 -4.0137 -2.1124
C 0.1971 -4.5281 0.3010
C 2.3700 -4.7199 -0.9470
H -3.3268 5.4510 0.9964
H -1.5978 5.1977 1.2145
H -2.7494 4.3048 2.2133
H -3.6199 3.1652 0.1596
H -1.3242 4.5255 -1.3248
H -3.0349 4.9597 -1.4543
H -2.4949 3.3725 -1.9906
H 0.0949 3.6770 0.6596
H 2.5003 1.1567 1.8500
H 2.3627 4.0393 0.9144
H 2.4110 2.7715 -0.3011
H 3.7176 2.9265 0.8842
H 1.2112 3.6472 3.0259
H 2.8156 3.0320 3.4329
H 1.3783 2.0912 3.8415
H -3.2327 1.0036 0.6551
H -1.3607 -1.7089 2.3667
H -3.9662 -1.0405 0.8530
H -3.4648 -2.6101 1.5191
H -2.6669 -1.9936 0.0955
H -3.5691 0.2697 2.9463
H -2.0715 0.0485 3.8723
H -3.2318 -1.2675 3.7761
H 0.5202 0.0958 3.9910
H 1.8267 -1.5820 5.1954
H 3.0139 -3.3645 3.9261
H 2.7614 -3.4834 1.5028
H 4.1779 -2.9618 -1.0960
H 4.1807 -1.8086 0.2478
H 4.8542 -1.3541 -1.3139
H 2.6522 -2.4911 -3.1477
H 3.3453 -0.8795 -3.2973
H 1.5965 -1.0646 -3.1565
H 2.9024 0.2822 0.1418
H 1.8030 0.6717 -1.2011
H 3.5383 0.6478 -1.4574
H -0.7081 -3.6075 -2.0156
H 0.2049 -5.0743 -2.3535
H 0.7890 -3.5200 -2.9467
H -0.7755 -4.0491 0.3918
H 0.6546 -4.5101 1.2898
H 0.0280 -5.5758 0.0423
H 2.9787 -4.3705 -1.7790
H 2.0811 -5.7504 -1.1624
H 2.9860 -4.7449 -0.0472
O 0.9463 3.1886 -2.1728
C 0.1136 2.5709 -2.7954
N -0.2744 1.2745 -2.5489
S -1.4310 0.7670 -3.5532
O -2.4925 0.3610 -2.6011
O -1.0531 -0.2398 -4.4945
C -1.6898 2.3030 -4.3743
C -2.5876 2.6483 -5.3621
C -2.4898 3.9375 -5.8736
C -1.5131 4.8165 -5.4148
C -0.6086 4.4382 -4.4299
C -0.7080 3.1624 -3.9115
H -3.3324 1.9512 -5.7195
H -3.1798 4.2614 -6.6406
H -1.4610 5.8125 -5.8338
H 0.1510 5.1158 -4.0638
F -3.0355 -3.4311 4.3971
Te -1.3869 -4.2296 3.9449
F -0.4215 -4.9266 5.4950
F -2.3733 -5.8022 4.3480
F -2.3942 -4.3874 2.1312
F -0.8733 -2.5056 4.8169
O -0.0272 -1.4859 -0.9274

Forces on the atoms, in the same order (eV/Å):
Co -0.0118 0.4708 0.1320
C 0.0007 0.0182 -0.0279
C -0.0542 0.0398 0.0741
C -0.0099 -0.0295 -0.0171
C 0.0768 -0.0554 -0.0674
C -0.0268 0.0033 -0.0060
C 0.0469 0.0353 0.0344
C -0.0350 0.0002 0.0480
C 0.0232 0.0013 0.0166
C 0.0073 0.0036 -0.0153
C 0.0078 0.0416 -0.0749
C 0.1109 0.1065 -0.0517
C -0.1488 -0.1354 -0.0415
C -0.1245 0.2050 0.5398
C 0.1409 -0.1045 -0.1953
C -0.0402 -0.0692 -0.0612
C -0.1370 -0.0334 0.1597
C 0.0165 -0.0004 -0.0289
C 0.0343 -0.0274 -0.0438
C -0.0339 0.0359 0.0475
C 0.0299 -0.1122 -0.0880
C 0.1461 0.0094 -0.0989
P -0.1967 -0.2423 0.1521
C 0.0363 -0.0500 -0.0518
C 0.0235 0.0005 -0.0186
C -0.0065 -0.0171 0.0250
C 0.0230 0.0207 -0.0554
C -0.1880 0.0438 -0.1586
C 0.1002 0.0454 0.0472
C 0.1192 -0.0331 0.2139
C 0.0431 -0.0250 0.1268
H -0.0064 -0.0003 0.0003
H 0.0108 -0.0001 0.0063
H -0.0018 -0.0055 0.0026
H 0.0190 -0.0084 0.0072
H 0.0007 -0.0064 0.0130
H 0.0069 0.0223 -0.0025
H 0.0013 0.0194 0.0078
H -0.0050 0.0126 -0.0086
H -0.0094 0.0139 -0.0213
H -0.0354 0.0091 -0.0285
H 0.0165 -0.0131 -0.0464
H 0.0007 0.0142 0.0265
H -0.0055 0.0107 0.0012
H 0.0137 0.0014 0.0020
H 0.0011 -0.0026 0.0115
H 0.0439 0.0689 0.0689
H -0.0053 -0.1561 -0.5153
H 0.0222 -0.0090 -0.0176
H -0.0423 0.0038 0.0501
H -0.0168 0.0198 -0.0090
H 0.0027 -0.0048 -0.0178
H 0.0091 -0.0022 -0.0055
H -0.0195 0.0063 0.0119
H -0.0360 -0.0043 0.0050
H 0.0098 0.0007 0.0069
H 0.0270 0.0077 0.0117
H -0.0567 0.0603 0.0472
H 0.0315 0.0603 0.0220
H 0.0173 -0.0015 0.0163
H 0.0064 0.0158 0.0050
H 0.0103 -0.0267 -0.0274
H 0.0083 -0.0001 0.0039
H -0.0067 -0.0212 0.0046
H -0.0016 0.0204 0.0057
H -0.0511 0.0070 -0.0141
H -0.0027 -0.0090 -0.0046
H -0.0219 0.0580 0.0143
H 0.0126 -0.0127 0.0122
H -0.0086 0.0012 -0.0216
H -0.0724 0.0629 -0.0217
H 0.0413 -0.0356 -0.0265
H -0.0701 0.0282 -0.0252
H -0.0328 -0.0464 -0.0400
H -0.0025 0.0016 0.0095
H 0.0097 0.0169 -0.0482
O 0.0479 -0.0316 0.0215
C -0.0382 0.1127 -0.0843
N 0.1584 -0.3258 0.1797
S -0.1012 0.0223 -0.0533
O 0.0521 -0.0849 0.0447
O 0.0417 0.0273 -0.0495
C 0.0533 -0.0825 0.1246
C -0.0228 0.0155 -0.0319
C -0.0134 -0.0509 0.0124
C 0.0302 0.0225 0.0225
C -0.0087 0.0413 -0.0374
C -0.0350 -0.0052 -0.0317
H -0.0141 0.0015 -0.0039
H -0.0105 -0.0092 -0.0084
H 0.0052 0.0041 -0.0047
H 0.0126 -0.0127 0.0123
F 0.0135 -0.1047 0.2668
Te -0.1473 -0.5132 -0.1390
F -0.1183 0.2680 0.1598
F 0.0301 -0.0957 -0.1399
F 0.1769 0.1538 0.0136
F 0.1394 0.2035 -0.1371
O -0.0377 0.1199 -0.1230

Calculated values
<S²>: 3.76
Lowest unoccupied orbital energy (alpha / beta), eV: -0.525 / -0.907
HOMO (alpha / beta), eV: -8.82 / -8.82
Multiplicity: 4
HOMO-LUMO gap (alpha / beta), eV: 8.294 / 7.912